Record 1
10
Properties=species:S:1:pos:R:3:forces:R:3:mulliken_charge:R:1 method="wB97M-V/def2-TZVPD" homo_lumo_gap_ev=8.63 e_tot_ev=-30543.92908 relative_energy_kj_mol=238.2 homo_energy_ha=-0.3053 charge=0 largest_force_ev_per_a=2.87
P 1.679583 -0.247313 0.731513 -0.410 -1.478 -0.923 -0.098
C -0.045443 -0.801826 0.384755 -1.352 1.940 1.628 -0.459
P -1.044272 0.324069 -0.480790 -1.627 -1.625 -0.508 0.177
S -0.153748 1.201972 -2.198825 -0.693 0.227 0.427 -0.252
H 1.940622 -1.416986 1.499414 0.316 0.336 -0.087 0.043
H 1.686964 0.610764 1.804721 -0.273 0.572 0.961 0.007
H -0.794832 -0.912575 1.293278 1.557 -0.366 -1.263 0.201
H -2.161771 -0.516761 -0.890056 0.880 0.490 -0.301 0.099
H -2.098136 1.257559 0.039247 1.721 0.131 -0.327 0.094
H 0.991033 0.501097 -2.183258 -0.118 -0.228 0.393 0.187

=====

Record 2
9
Properties=species:S:1:pos:R:3:forces:R:3:mulliken_charge:R:1 method="wB97M-V/def2-TZVPD" homo_lumo_gap_ev=9.35 e_tot_ev=-22803.90864 relative_energy_kj_mol=69.6 homo_energy_ha=-0.3312 charge=0 largest_force_ev_per_a=4.90
S -1.716004 0.982477 -0.112556 -0.399 0.192 -0.464 -0.171
S -0.542883 -0.697960 -0.361074 0.778 0.312 -0.776 -0.184
H -1.771503 1.057611 1.217645 0.385 -0.123 0.237 0.161
H 0.368688 -0.131785 -1.256553 -0.745 -0.384 1.005 0.180
C 3.740128 -0.606780 0.776791 1.408 3.780 -2.776 -0.885
H 4.082138 -0.938284 -0.261037 -0.215 0.253 1.663 0.205
H 3.848924 0.566710 0.778789 -0.748 -1.728 -0.734 0.217
H 4.462499 -0.666578 1.544024 0.430 -1.674 1.057 0.305
H 2.710682 -0.799268 0.894469 -0.894 -0.629 0.787 0.172

=====

Record 3
9
Properties=species:S:1:pos:R:3:forces:R:3:mulliken_charge:R:1 method="wB97M-V/def2-TZVPD" homo_lumo_gap_ev=9.94 e_tot_ev=-19845.80356 relative_energy_kj_mol=149.2 homo_energy_ha=-0.3426 charge=0 largest_force_ev_per_a=4.28
C 0.323246 0.836829 -0.999178 -1.191 1.696 -0.832 -0.925
Si -0.203926 -0.462094 0.227200 -2.186 -3.215 -1.789 0.253
S -0.001498 0.250964 2.195485 1.029 -0.630 0.771 -0.279
H -0.461495 1.759691 -0.923116 2.183 -2.019 -0.220 0.251
H 1.377111 1.139479 -0.969935 -0.278 0.424 1.015 0.326
H 0.374556 0.497469 -2.047623 -0.976 -0.244 0.307 0.314
H 0.225461 -2.212720 -0.452365 -0.119 2.879 1.463 -0.054
H -1.787835 -0.775694 0.337754 1.703 0.528 -0.758 -0.047
H 0.154381 -1.033924 2.631777 -0.165 0.582 0.043 0.160

=====

Record 4
12
Properties=species:S:1:pos:R:3:forces:R:3:mulliken_charge:R:1 method="wB97M-V/def2-TZVPD" homo_lumo_gap_ev="7.93 / 7.16" e_tot_ev=-25933.51215 relative_energy_kj_mol=256.0 homo_energy_ha="-0.5410 / -0.5215" charge=+1 largest_force_ev_per_a=3.15
C -0.503212 1.427394 0.019069 -2.888 1.247 0.099 -0.870
N -0.226358 -0.963786 -1.436274 0.297 0.678 1.248 -0.393
N -0.189089 -1.033789 1.258424 0.795 -0.556 0.363 -0.519
P 0.236856 -0.186777 -0.085408 1.137 0.121 0.678 0.685
Cl 3.280996 0.063985 0.197189 -2.212 -0.120 -0.264 -0.192
H -1.583766 1.502921 -0.453312 2.040 -0.829 0.965 0.344
H -0.033875 2.278761 -0.385279 1.462 0.460 -1.530 0.396
H -0.569291 1.909905 1.010433 -0.082 -1.275 0.351 0.342
H -0.093254 -0.456392 -2.302962 -0.131 -0.526 -0.221 0.275
H -0.568462 -1.915820 -1.390282 0.186 0.036 -0.476 0.287
H 0.151813 -1.988095 1.411968 -0.248 -0.087 -0.931 0.324
H 0.097639 -0.638306 2.156431 -0.356 0.851 -0.282 0.320